(1)
12
Properties=species:S:1:pos:R:3:forces:R:3 method="wB97M-V/def2-TZVPD" de_lowest_kcal_mol=66.9 charge=+1 homo_lumo_gap_ev=8.9 homo_ev=-16.865
C -1.8927 -0.5153 0.0559 0.064 -0.233 -0.180
C 0.0128 0.8882 0.1786 0.300 -0.212 0.132
C -0.4839 -0.4351 0.1031 -0.005 1.048 -0.047
C -0.7984 1.9609 -0.0201 0.220 0.132 -0.044
C 0.3340 -1.6207 0.0376 0.416 -0.826 0.030
N -3.0301 -0.3993 -0.0125 -0.733 -0.204 0.013
H 1.0704 1.0278 0.3745 -0.050 -0.042 -0.062
H -0.4061 2.9681 0.0392 0.091 0.002 -0.004
H -1.8396 1.8700 -0.2917 -0.158 -0.093 0.089
H -0.1457 -2.5039 0.4732 0.040 0.216 0.062
H 1.3480 -1.4727 0.4095 -0.117 0.062 0.012
H 0.4284 -1.8839 -1.0336 -0.068 0.149 -0.003

(2)
23
Properties=species:S:1:pos:R:3:forces:R:3 method="wB97M-V/def2-TZVPD" spin_multiplicity=5 homo_lumo_gap_ev="6.2 / 6.2" s2=6.112 homo_ev="-8.058 / -7.964"
C -1.2311 -0.8977 -1.0729 0.475 0.683 -0.526
C -1.3798 -1.9452 -0.1265 -2.167 0.383 0.272
C -2.4320 -1.5513 0.8345 -1.662 0.835 -2.288
H -1.0155 -2.9665 -0.2752 0.081 0.563 0.456
C -2.5939 -0.0402 0.6086 -0.204 -2.318 -0.085
C -1.8882 0.2472 -0.6309 -0.524 -0.688 -0.176
H -2.0401 1.1731 -1.2038 0.435 -0.460 0.425
H -0.7300 -1.0222 -2.0480 0.015 0.274 0.906
H -3.2887 -2.1732 1.1464 0.782 0.188 0.124
H -3.4354 0.5554 0.9892 0.560 -0.344 -0.199
Ru -1.1600 -0.7395 2.1003 1.626 1.136 0.363
Br 0.8209 -2.0364 2.1539 0.537 -0.322 0.441
C 2.4037 1.2517 0.6033 -0.134 0.182 0.291
C 1.5809 2.0378 -0.2444 -0.443 0.118 -1.533
C 1.5249 1.4068 -1.5078 -1.024 1.501 1.600
H 1.0718 2.9650 0.0137 0.230 -0.325 -0.002
C 2.2664 0.1827 -1.4236 1.886 -1.109 1.973
C 2.8423 0.1113 -0.1282 -0.368 -1.064 -2.126
H 3.4813 -0.7016 0.2419 -0.418 0.546 -0.192
H 2.6397 1.4567 1.6579 -0.175 -0.068 -0.672
H 0.9153 1.7293 -2.3582 0.402 -0.053 0.354
H 2.4068 -0.5411 -2.2265 -0.045 0.236 0.291
Br -0.7592 1.4977 2.8961 0.136 0.107 0.303

(3)
12
Properties=species:S:1:pos:R:3:forces:R:3 method="wB97M-V/def2-TZVPD" de_lowest_kcal_mol=86.6 homo_lumo_gap_ev=8.4 homo_ev=-9.259
C -1.5348 -1.9156 -1.3595 -0.781 2.568 0.249
C 0.1658 -0.2596 -0.2343 -0.506 1.187 1.881
C 0.6465 0.6387 1.0822 0.662 -3.727 -0.353
C 0.0164 1.9181 1.3303 -0.843 1.955 1.411
H -1.9978 -2.8518 -1.0757 -0.302 -0.421 -1.001
H -0.5520 -1.8717 -2.2205 -3.445 -0.225 2.855
H -2.5037 -0.9615 -1.4382 3.257 -3.180 -0.521
H 0.3597 -0.0695 2.1350 1.293 2.015 -3.079
N -0.4433 2.8613 1.8424 0.789 -1.742 -1.418
F 2.0323 0.7767 0.8371 -1.458 0.160 1.121
S -0.9328 -1.4872 0.3772 0.779 0.607 -2.524
S 0.5418 0.0151 -1.7987 0.556 0.805 1.379

(4)
20
Properties=species:S:1:pos:R:3:forces:R:3 method="wB97M-V/def2-TZVPD" de_lowest_kcal_mol=47.3 charge=-1 homo_lumo_gap_ev="5.3 / 5.3" homo_ev="-3.676 / -3.676"
C 2.7590 0.7762 -0.6660 2.520 -1.529 -1.420
C -2.1981 -1.8288 1.4386 -2.043 -1.209 0.484
C -1.8069 -0.7077 0.8108 -1.322 1.265 2.559
C -1.2624 -2.4709 -0.3484 -2.147 1.719 3.229
C 1.6774 0.9848 0.2103 -1.605 0.432 1.286
C 1.2805 2.4509 0.2491 -0.117 -0.850 4.145
N 3.6113 0.4977 -1.4002 -0.719 0.582 0.689
N -1.9845 -2.9008 0.6422 1.463 -2.007 -0.567
N -1.1623 -1.1210 -0.2891 1.180 2.045 -1.425
O 0.6207 -1.1335 -2.1596 -1.307 1.756 1.397
O -1.1102 0.8701 -2.0397 -0.279 1.338 0.126
P -0.3290 -0.1922 -1.4609 0.685 -3.966 -1.880
S -0.0269 2.6316 1.5483 -0.197 -0.039 -0.536
H -2.8198 -2.0866 2.3004 0.370 1.062 -0.069
H -2.1207 0.2643 1.1626 0.993 0.424 -0.660
H -0.8194 -2.8836 -1.1169 1.915 -2.822 -3.569
H 0.8083 0.4477 -0.3715 0.588 0.329 1.249
H 1.7284 0.5533 1.3216 -0.138 0.752 -2.675
H 1.0363 2.9550 -0.6295 -0.118 0.368 -1.700
H 2.1180 2.8933 0.7979 0.279 0.350 -0.663